Record 1
{
  "formula": "C4H7N3O",
  "method": "wB97M-V/def2-TZVPD",
  "species": ["C", "N", "C", "C", "C", "N", "N", "O", "H", "H", "H", "H", "H", "H", "H"],
  "positions_angstrom": [[-1.47055, 1.28231, 1.59328], [-1.24997, 1.33258, 0.15989], [-0.49285, 0.46596, -0.35507], [0.00734, 0.32830, -1.67002], [0.59642, -0.91563, -1.87015], [0.92722, -1.55242, -0.62035], [0.34233, -0.66655, 0.32008], [1.06386, -0.30495, 1.47073], [-0.43532, 1.76773, 1.92109], [-2.31013, 1.77250, 2.12635], [-1.43728, 0.22150, 2.33890], [-0.25385, 0.87964, -2.53408], [1.07147, -1.00411, -2.74180], [2.08970, -1.21013, -0.44080], [0.78529, -0.74838, 2.35885]],
  "nbo_charge": [-0.449, -0.449, 0.371, -0.289, -0.002, -0.413, -0.063, -0.571, 0.212, 0.216, 0.155, 0.228, 0.207, 0.362, 0.485],
  "total_energy_ev": -10772.5634,
  "lumo_energy_ev": 0.26,
  "smiles": "C/N=c1/cc[nH]n1O",
  "homo_lumo_gap_ev": 8.4
}



Record 2
{
  "formula": "C4H9N3O2",
  "method": "wB97M-V/def2-TZVPD",
  "species": ["H", "N", "C", "O", "C", "N", "C", "C", "N", "O", "H", "H", "H", "H", "H", "H", "H", "H"],
  "positions_angstrom": [[-1.18938, -1.82979, 2.10055], [-1.40018, -0.99472, 1.56532], [-0.50204, -0.67094, 0.75077], [0.75913, -1.32295, 0.77586], [1.50359, -1.48556, -0.41817], [-0.65014, 0.37643, -0.13226], [-1.98047, 0.63847, -0.67717], [0.30875, 1.38984, -0.33743], [1.41144, 1.30621, 0.45689], [0.13413, 2.26108, -1.15751], [2.42734, -0.89487, -0.36808], [0.94229, -1.12595, -1.30336], [1.76807, -2.53696, -0.54347], [-1.93466, 0.68088, -1.76820], [-2.34407, 1.59406, -0.30701], [-2.65417, -0.15078, -0.36693], [1.40515, 0.64121, 1.27093], [1.99521, 2.12432, 0.45926]],
  "nbo_charge": [0.364, -0.704, 0.697, -0.551, -0.264, -0.515, -0.398, 0.794, -0.853, -0.625, 0.192, 0.192, 0.193, 0.211, 0.209, 0.230, 0.414, 0.413],
  "total_energy_ev": -12859.3867,
  "lumo_energy_ev": 0.76,
  "smiles": "[H]/N=C(\\OC)N(C)C(N)=O",
  "homo_lumo_gap_ev": 10.4
}



Record 3
{
  "formula": "C11H26GdN6O7",
  "method": "wB97M-V/def2-TZVPD",
  "species": ["O", "H", "Gd", "N", "N", "N", "N", "O", "O", "O", "O", "C", "C", "C", "C", "C", "H", "H", "H", "C", "H", "H", "H", "C", "C", "H", "H", "H", "H", "H", "H", "H", "H", "C", "H", "H", "H", "O", "H", "H", "C", "N", "C", "N", "O", "H", "H", "H", "H", "H", "H"],
  "positions_angstrom": [[-0.05178, -0.61203, -3.41331], [0.64991, -0.14221, -3.89525], [-0.11393, -0.09372, -1.22922], [-0.30551, 1.93565, 0.31222], [1.50925, 1.71996, -1.49311], [-1.59751, -0.98790, 0.46385], [-1.01385, -2.25863, -1.71206], [-1.24801, 1.99380, 1.21702], [-1.76203, -0.40431, 1.67779], [-0.93308, -2.64819, -2.98041], [2.52732, 1.44047, -2.24839], [1.63364, 2.82235, -0.69578], [0.66201, 2.89779, 0.36308], [-2.08607, -2.23699, 0.36798], [-1.74908, -2.96375, -0.85406], [0.78081, 3.79095, 1.55854], [0.94470, 3.20809, 2.48134], [-0.13733, 4.38226, 1.67649], [1.62714, 4.48136, 1.46601], [2.88461, 3.61886, -0.78083], [3.28175, 3.59529, -1.81540], [3.67266, 3.18440, -0.11696], [2.68575, 4.65441, -0.45980], [-2.80833, -2.89626, 1.47984], [-2.10922, -4.40748, -1.04964], [-3.13049, -2.14984, 2.20179], [-2.16296, -3.60898, 2.00443], [-3.67128, -3.44998, 1.10513], [-1.47902, -4.83762, -1.84578], [-3.17938, -4.51537, -1.31111], [-1.93335, -4.95738, -0.10593], [-1.55012, 0.61010, 1.48367], [-0.51780, -1.62297, -3.38453], [-1.80334, 0.84782, -2.28104], [-1.51338, 1.87033, -1.94094], [-2.67548, 0.46024, -1.70376], [-2.01961, 0.84810, -3.38771], [-3.76968, 3.02460, 0.17814], [-4.48865, 2.36900, 0.53841], [-2.89794, 2.68584, 0.49562], [1.99180, -1.95116, 2.81599], [2.94903, -1.17782, 2.05638], [2.66738, -0.68361, 0.83810], [3.62879, 0.03414, 0.22574], [1.53270, -0.86267, 0.29105], [2.14193, -1.83353, 3.88656], [2.05977, -3.02076, 2.60041], [0.97010, -1.63107, 2.59298], [3.90088, -1.05239, 2.41074], [3.44194, 0.45860, -0.68259], [4.56436, 0.07217, 0.59833]],
  "mulliken_spin": [0.031, 0.001, 5.341, 0.212, 0.060, -0.027, -0.039, 0.298, 0.008, -0.003, 0.409, 0.048, -0.093, -0.004, 0.003, 0.006, -0.005, -0.006, 0.002, 0.013, 0.000, 0.003, 0.003, -0.002, -0.002, 0.000, 0.000, 0.000, 0.000, 0.001, 0.000, -0.005, -0.005, 0.679, 0.033, 0.032, -0.002, 0.009, 0.000, 0.000, 0.000, 0.001, 0.004, 0.001, -0.004, 0.000, 0.000, 0.000, 0.000, 0.002, 0.000],
  "spin_multiplicity": 8,
  "total_energy_ev": -55921.8205,
  "lumo_energy_ev": [-4.14, -5.44],
  "total_charge": 1,
  "homo_lumo_gap_ev": [7.0, 5.7]
}



Record 4
{
  "formula": "H28O14",
  "method": "wB97M-V/def2-TZVPD",
  "species": ["O", "H", "H", "O", "H", "H", "O", "H", "H", "O", "H", "H", "O", "H", "H", "O", "H", "H", "O", "H", "H", "O", "H", "H", "O", "H", "H", "O", "H", "H", "O", "H", "H", "O", "H", "H", "O", "H", "H", "O", "H", "H"],
  "positions_angstrom": [[3.07631, -2.99335, 0.85996], [3.66803, -2.72938, 1.55047], [3.17497, -3.84629, 0.61416], [-0.41947, -1.43494, 3.80446], [-0.09097, -1.13759, 4.52625], [0.29827, -1.92093, 3.33925], [0.97596, -1.08647, -0.97088], [0.34605, -1.18501, -1.77101], [1.37792, -2.02458, -1.06558], [-3.34199, -2.51461, 0.68569], [-3.02348, -2.38485, -0.20272], [-2.66362, -2.17583, 1.28379], [-3.91098, 1.10885, -2.52561], [-2.99214, 1.12876, -2.04066], [-3.70464, 1.96845, -2.91670], [-2.77748, 2.28517, 1.08158], [-2.79873, 1.61769, 0.53087], [-2.55255, 3.16901, 0.79819], [0.59154, -2.62699, -3.33412], [1.09667, -1.95684, -3.82614], [1.37702, -3.21186, -3.42805], [-0.95956, 4.56900, -0.62512], [-0.40671, 3.91536, -0.94717], [-0.52036, 5.42800, -0.83044], [1.36598, 1.78946, -1.19464], [1.95368, 1.59074, -1.94453], [1.66336, 2.55660, -0.84415], [-2.63710, -1.13146, -4.07578], [-3.00831, -1.16082, -3.17553], [-2.75006, -0.20084, -4.18199], [3.41637, -1.29825, 2.98297], [2.47916, -1.72358, 3.11964], [3.47960, -1.36068, 2.02301], [1.14404, -0.19391, 2.22202], [1.23385, -0.69106, 1.54624], [0.35285, -0.39337, 2.59606], [-0.35955, 0.77868, 0.68689], [-0.13651, 1.27102, 1.52631], [0.24953, 0.43481, 0.18915], [2.16279, 2.98587, 1.08633], [1.18902, 2.62621, 1.43576], [2.38121, 2.15979, 1.41176]],
  "nbo_charge": [-0.961, 0.474, 0.475, -0.903, 0.459, 0.464, -0.982, 0.495, 0.485, -0.941, 0.465, 0.476, -0.930, 0.463, 0.468, -0.962, 0.469, 0.494, -0.924, 0.466, 0.464, -0.949, 0.473, 0.476, -0.949, 0.467, 0.477, -0.931, 0.464, 0.466, -0.909, 0.466, 0.449, -0.940, 0.454, 0.475, -0.964, 0.478, 0.481, -0.924, 0.458, 0.467],
  "total_energy_ev": -29114.1255,
  "lumo_energy_ev": -0.25,
  "homo_lumo_gap_ev": 9.9
}



Record 5
{
  "formula": "C17H29GdN2S",
  "method": "wB97M-V/def2-TZVPD",
  "species": ["C", "H", "H", "H", "C", "H", "H", "C", "H", "H", "H", "C", "C", "C", "C", "C", "C", "C", "C", "C", "C", "Gd", "H", "H", "H", "H", "H", "H", "H", "H", "H", "H", "H", "H", "H", "H", "H", "C", "N", "C", "C", "N", "C", "S", "H", "H", "H", "H", "H", "H"],
  "positions_angstrom": [[1.29619, 2.10051, -1.40235], [2.23135, 2.44335, -0.92253], [1.43401, 1.26217, -2.12648], [2.34564, 0.66405, 1.10758], [0.08417, 2.92855, -1.19333], [-0.79625, 2.30401, -1.45763], [-0.02605, 3.27832, -0.13278], [0.23334, 4.12576, -2.12235], [-0.66147, 4.69298, -2.09243], [1.08825, 4.74770, -1.82110], [0.42243, 3.77952, -3.13978], [-0.96168, -1.70860, -0.23381], [-1.58864, -0.85209, -1.17847], [-0.64328, -0.56148, -2.20357], [0.58410, -1.23266, -1.88345], [0.38357, -1.94650, -0.65786], [1.30198, -2.91519, -0.01281], [1.82388, -1.28646, -2.70998], [-0.94031, 0.22186, -3.43643], [-3.03375, -0.51033, -1.16761], [-1.63026, -2.37056, 0.91634], [0.57906, 0.64762, 0.08747], [2.69990, -1.46709, -2.06978], [1.79760, -2.09493, -3.45719], [1.98621, -0.34558, -3.25145], [2.32860, -2.80386, -0.37988], [1.31484, -2.77404, 1.07704], [0.99619, -3.96336, -0.18723], [-2.58827, -1.88286, 1.14398], [-1.83895, -3.43868, 0.72475], [-1.01533, -2.31161, 1.83077], [-3.23030, 0.41919, -1.71208], [-3.65142, -1.30268, -1.62213], [-3.38442, -0.37628, -0.13955], [-0.16058, 0.97012, -3.64864], [-1.03442, -0.42274, -4.33038], [-1.89798, 0.75440, -3.32904], [0.88819, -1.56799, 4.15616], [0.36207, -0.27034, 3.73420], [-0.66802, 0.45347, 4.29596], [-0.77900, 1.62655, 3.62719], [0.17164, 1.57935, 2.59734], [0.90157, 0.41250, 2.75060], [2.33368, -0.29351, 2.08214], [0.56902, -2.37453, 3.47795], [1.98928, -1.54923, 4.19575], [0.48971, -1.75715, 5.15124], [-1.15622, 0.06022, 5.16776], [-1.40465, 2.48214, 3.81642], [0.45473, 2.42604, 2.08146]],
  "mulliken_spin": [-0.302, -0.022, -0.042, -0.013, -0.056, -0.003, -0.010, -0.006, -0.012, 0.001, 0.001, 0.031, -0.022, -0.161, 0.121, -0.081, -0.013, 0.024, -0.007, 0.004, 0.002, 7.595, -0.007, -0.001, 0.004, 0.000, 0.000, 0.000, -0.002, 0.001, -0.002, 0.000, 0.000, -0.001, -0.002, -0.002, 0.000, 0.002, 0.002, 0.003, 0.015, -0.030, -0.003, 0.000, -0.001, 0.000, 0.000, 0.001, 0.000, -0.005],
  "spin_multiplicity": 8,
  "total_energy_ev": -52730.4997,
  "lumo_energy_ev": [-8.10, -7.75],
  "total_charge": 2,
  "homo_lumo_gap_ev": [5.3, 5.7]
}



Record 6
{
  "formula": "C3H7NO2",
  "method": "wB97M-V/def2-TZVPD",
  "species": ["C", "C", "C", "N", "O", "O", "H", "H", "H", "H", "H", "H", "H"],
  "positions_angstrom": [[-1.74704, 0.32275, 0.10247], [-0.51641, -0.52155, -0.02674], [0.69699, 0.37049, 0.19561], [2.06774, -0.37001, -0.20390], [2.96470, 0.35974, -0.57871], [2.11838, -1.57797, 0.10596], [-2.18388, 0.67164, 1.04002], [-1.56122, 1.43218, -0.25041], [-2.50020, -0.13056, -0.48595], [-0.50182, -0.98986, -1.04905], [-0.57594, -1.48166, 0.58699], [0.75801, 1.18075, -0.60014], [0.98067, 0.73405, 1.16385]],
  "nbo_charge": [-0.618, -0.449, -0.265, 0.530, -0.364, -0.393, 0.223, 0.198, 0.221, 0.225, 0.238, 0.225, 0.230],
  "total_energy_ev": -8806.0251,
  "lumo_energy_ev": 0.34,
  "smiles": "CCC[N+](=O)[O-]",
  "homo_lumo_gap_ev": 11.2
}